No. 1
The following is a quantum chemistry calculation of a structure of composition C4H7ClO2S, from OMol25.

The geometry in XYZ format:
```
15
Properties=species:S:1:pos:R:3:forces:R:3:nbo_charge:R:1
C -1.2902 0.3260 0.2758 -2.506 3.518 -1.804 -0.61
C -0.2440 -0.0474 -0.8298 -0.088 -0.620 -0.567 -0.23
C 1.2339 0.3592 -0.3970 -0.506 1.351 -1.650 -0.04
C 0.9629 1.8344 0.1065 -0.629 5.046 -5.700 0.33
H -1.8444 0.3377 2.8617 1.042 -1.177 -2.321 0.17
H -2.4567 0.3662 -0.1285 3.171 -0.483 0.747 0.25
H -1.0520 1.5270 0.3533 -0.819 -2.978 0.290 0.27
H -0.5494 0.3748 -1.8380 0.572 0.526 1.812 0.28
H 1.9674 0.1173 -1.2402 -1.514 1.680 0.121 0.25
H 1.4725 -0.0553 1.4425 1.161 -1.425 -1.884 0.47
H 1.2691 2.0712 1.4664 -1.200 -0.301 -4.304 0.21
O 1.8927 -0.3516 0.5443 -1.280 -0.002 4.518 -0.68
O 0.5064 2.7399 -0.9801 3.201 -5.524 8.231 -0.57
S -1.2148 -0.5521 1.8449 -0.329 0.773 1.827 -0.04
Cl -0.1493 -1.7555 -1.4049 -0.274 -0.385 0.683 -0.06
```
Positions in Å, forces in eV/Å.

HOMO level ... -0.3560 Ha
DFT total energy ... -1165.26293 Eh
Relative energy (zero: lowest compared OMol25 entry of this formula, charge and spin) ... 482.6 kJ/mol
Total charge ... 0
LUMO ... -1.01 eV
Strongest force on any atom ... 10.42 eV/A

=====

No. 2
The following is a quantum chemistry calculation of the molecule C4H7ClO2S, from OMol25.

The geometry in XYZ format:
```
15
Properties=species:S:1:pos:R:3:forces:R:3:nbo_charge:R:1
C -1.5970 -0.3511 0.6435 2.697 -0.250 0.259 -0.59
C -0.6221 0.6036 -0.0262 -1.154 0.207 -1.021 -0.39
C -2.9042 -0.2365 1.1944 0.384 1.301 0.104 -0.19
C 2.1247 -0.0043 -0.6491 2.231 -1.301 -0.785 -0.90
O 0.1976 0.0732 -2.4719 0.309 0.000 0.269 -0.93
O 0.2492 -1.7809 -0.7635 0.426 1.404 -0.608 -0.96
S 0.4666 -0.3693 -1.1232 -1.078 -1.390 0.432 2.09
Cl -3.1751 -1.1455 2.5492 -0.775 -0.733 1.251 0.07
H -1.8130 -0.8265 -0.2746 -0.585 -1.176 -1.984 0.32
H -0.9879 -1.1716 1.0873 -0.611 0.659 0.187 0.27
H -1.0552 1.4282 -0.6624 0.615 -0.593 0.937 0.21
H -3.6092 0.5233 0.9352 -0.355 0.180 -0.121 0.21
H 2.0876 0.7932 0.0475 0.056 0.719 0.815 0.25
H 2.5692 -0.9509 -0.1739 -0.815 1.497 -0.638 0.27
H 2.8109 0.3158 -1.5053 -1.343 -0.523 0.903 0.27
```
Positions in Å, forces in eV/Å.

HOMO level (alpha / beta) ... -0.2972 / -0.3404 Ha
DFT total energy ... -1165.28541 Eh
Relative energy (zero: lowest compared OMol25 entry of this formula, charge and spin) ... 423.5 kJ/mol
Total charge ... 0
LUMO (alpha / beta) ... -1.08 / -0.08 eV
Strongest force on any atom ... 2.72 eV/A

=====

No. 3
The following is a quantum chemistry calculation of the molecule C4H7ClS, from OMol25.

The geometry in XYZ format:
```
13
Properties=species:S:1:pos:R:3:forces:R:3:nbo_charge:R:1
C 2.2429 0.1135 0.0817 2.252 -0.114 1.093 -0.67
C 0.8671 0.1754 -0.3493 -2.619 0.570 0.286 0.03
Cl 0.6500 0.9154 -1.9403 0.016 -0.140 0.374 -0.04
C -0.2036 -0.0728 0.4426 1.644 -0.563 -1.054 -0.23
C -1.6231 0.1425 0.1317 -0.812 0.308 0.462 -0.54
S -2.4726 -1.4570 -0.2223 0.044 0.319 0.184 -0.04
H 2.4543 -0.6519 0.8588 -0.507 0.712 -0.110 0.23
H 2.6277 1.1111 0.3844 -0.501 -0.468 0.289 0.23
H 2.9503 -0.1271 -0.6817 0.142 -0.411 -1.014 0.23
H 0.0418 -0.6359 1.3274 -0.001 0.134 0.502 0.21
H -2.1424 0.6525 0.9897 0.492 -0.535 -0.828 0.23
H -1.6923 0.7469 -0.7571 -0.201 0.327 -0.174 0.23
H -3.7001 -0.9127 -0.2654 0.051 -0.139 -0.011 0.12
```
Positions in Å, forces in eV/Å.

HOMO level ... -0.3338 Ha
DFT total energy ... -1014.96176 Eh
Relative energy (zero: lowest compared OMol25 entry of this formula, charge and spin) ... 18.7 kJ/mol
SMILES ... C/C(Cl)=C/CS
Total charge ... 0
LUMO ... 0.83 eV
Strongest force on any atom ... 2.70 eV/A

=====

No. 4
The following is a quantum chemistry calculation of a structure of composition C4H7CrO2, from OMol25.

The geometry in XYZ format:
```
14
Properties=species:S:1:pos:R:3:forces:R:3:nbo_charge:R:1
H 0.1688 1.8225 1.5714 0.454 0.532 0.208 -0.60
O -2.4520 1.0168 0.2213 -0.064 -0.116 0.059 -0.67
C -1.2306 0.7150 -0.2735 0.199 -0.429 -0.573 0.21
C -0.7755 -0.5446 -0.3061 -0.619 0.440 -0.248 -0.35
C 0.5670 -0.8901 -0.9006 -0.158 -0.201 0.015 -0.53
C 1.4464 -1.2380 0.2562 0.536 -0.083 0.184 0.48
O 1.9287 -0.4268 1.0356 0.372 -1.051 -0.630 -0.66
Cr 1.9113 1.5460 1.5005 -0.791 0.504 0.210 0.65
H -2.6374 1.9551 0.1264 0.183 0.002 0.085 0.49
H -0.6738 1.5392 -0.7290 -0.117 -0.289 0.283 0.18
H -1.3916 -1.3500 0.1011 0.236 0.252 -0.045 0.22
H 0.9967 -0.0542 -1.4668 -0.127 -0.090 0.149 0.24
H 0.4853 -1.7771 -1.5488 0.065 0.355 0.074 0.22
H 1.6567 -2.3138 0.4121 -0.168 0.176 0.229 0.13
```
Positions in Å, forces in eV/Å.

HOMO level (alpha / beta) ... -0.2194 / -0.2858 Ha
Spin multiplicity ... 6
DFT total energy ... -1351.39222 Eh
Relative energy (zero: lowest compared OMol25 entry of this formula, charge and spin) ... 46.6 kJ/mol
Total charge ... 0
<S²> ... 8.766
LUMO (alpha / beta) ... -0.09 / -0.21 eV
Strongest force on any atom ... 1.28 eV/A

=====

No. 5
The following is a quantum chemistry calculation of a structure of composition C4H7CsO2, from OMol25.

The geometry in XYZ format:
```
14
Properties=species:S:1:pos:R:3:forces:R:3:nbo_charge:R:1
O 3.9649 -0.6370 0.9845 -0.093 0.641 -0.256 -0.83
C 3.7142 0.5102 0.5456 2.018 -1.148 0.043 0.25
O 2.4399 0.9313 0.6588 -1.129 0.592 -0.005 -0.59
Cs 7.8649 -0.1141 -0.1104 -0.934 0.095 0.167 0.94
C -3.5336 -0.5699 -1.5386 0.053 0.294 0.287 -0.39
C -4.1566 0.4636 -0.9714 -0.137 -0.316 -0.359 -0.39
H -3.5829 -1.5731 -1.1074 -0.056 0.312 -0.193 0.19
H -2.9028 -0.4407 -2.4213 -0.206 -0.047 0.277 0.19
H -4.8110 0.3316 -0.1070 0.308 0.056 -0.172 0.19
H -4.1003 1.4678 -1.3976 0.040 -0.299 0.163 0.19
C 1.4697 0.0657 1.2534 -0.098 -0.208 0.123 -0.29
H 1.3907 -0.8773 0.6971 0.022 0.165 0.181 0.18
H 0.5124 0.6011 1.2184 0.272 -0.110 -0.016 0.17
H 1.7306 -0.1593 2.2960 -0.060 -0.028 -0.240 0.18
```
Positions in Å, forces in eV/Å.

HOMO level ... -0.1866 Ha
DFT total energy ... -327.08884 Eh
Relative energy (zero: lowest compared OMol25 entry of this formula, charge and spin) ... 85.1 kJ/mol
Total charge ... 0
LUMO ... -1.25 eV
Strongest force on any atom ... 2.32 eV/A

=====

No. 6
The following is a quantum chemistry calculation of a structure of composition C4H7CuO3, from OMol25.

The geometry in XYZ format:
```
15
Properties=species:S:1:pos:R:3:forces:R:3:nbo_charge:R:1
C 4.0712 -1.3934 -1.4810 0.188 -0.328 0.116 -0.73
H 3.6755 -2.1232 -2.1952 0.117 0.223 0.171 0.24
H 4.3817 -1.8890 -0.5482 -0.059 0.076 -0.270 0.25
H 4.9697 -0.8996 -1.8826 -0.230 -0.120 0.070 0.25
O -2.5499 0.4447 1.6575 -0.547 -0.193 0.045 -0.57
C -1.6616 0.5702 0.6424 0.838 0.838 -0.903 0.26
O -1.8829 -0.2385 -0.2851 0.670 -0.171 -0.615 -0.83
Cu -0.1556 0.6362 -1.3661 -0.576 -0.727 1.415 0.84
O 1.9975 -0.2374 -1.7224 -0.092 0.026 0.327 -0.61
C 3.0689 -0.3528 -1.1500 -0.550 0.660 -0.397 0.48
H 3.3590 0.3941 -0.3837 -0.114 -0.228 -0.017 0.13
C -2.6967 1.5432 2.5397 0.311 0.138 0.207 -0.25
H -2.1635 2.4227 2.1531 -0.115 -0.215 0.100 0.19
H -3.7661 1.7723 2.6350 0.277 -0.074 -0.053 0.18
H -2.2947 1.2787 3.5280 -0.118 0.094 -0.198 0.17
```
Positions in Å, forces in eV/Å.

HOMO level ... -0.2486 Ha
DFT total energy ... -2022.69254 Eh
Relative energy (zero: lowest compared OMol25 entry of this formula, charge and spin) ... 65.0 kJ/mol
Total charge ... 0
LUMO ... -0.32 eV
Strongest force on any atom ... 1.69 eV/A

=====

> Which of these has the highest strongest force on any atom?

number 1

=====

Repeat the sixth record exactly.
The following is a quantum chemistry calculation of a structure of composition C4H7CuO3, from OMol25.

The geometry in XYZ format:
```
15
Properties=species:S:1:pos:R:3:forces:R:3:nbo_charge:R:1
C 4.0712 -1.3934 -1.4810 0.188 -0.328 0.116 -0.73
H 3.6755 -2.1232 -2.1952 0.117 0.223 0.171 0.24
H 4.3817 -1.8890 -0.5482 -0.059 0.076 -0.270 0.25
H 4.9697 -0.8996 -1.8826 -0.230 -0.120 0.070 0.25
O -2.5499 0.4447 1.6575 -0.547 -0.193 0.045 -0.57
C -1.6616 0.5702 0.6424 0.838 0.838 -0.903 0.26
O -1.8829 -0.2385 -0.2851 0.670 -0.171 -0.615 -0.83
Cu -0.1556 0.6362 -1.3661 -0.576 -0.727 1.415 0.84
O 1.9975 -0.2374 -1.7224 -0.092 0.026 0.327 -0.61
C 3.0689 -0.3528 -1.1500 -0.550 0.660 -0.397 0.48
H 3.3590 0.3941 -0.3837 -0.114 -0.228 -0.017 0.13
C -2.6967 1.5432 2.5397 0.311 0.138 0.207 -0.25
H -2.1635 2.4227 2.1531 -0.115 -0.215 0.100 0.19
H -3.7661 1.7723 2.6350 0.277 -0.074 -0.053 0.18
H -2.2947 1.2787 3.5280 -0.118 0.094 -0.198 0.17
```
Positions in Å, forces in eV/Å.

HOMO level ... -0.2486 Ha
DFT total energy ... -2022.69254 Eh
Relative energy (zero: lowest compared OMol25 entry of this formula, charge and spin) ... 65.0 kJ/mol
Total charge ... 0
LUMO ... -0.32 eV
Strongest force on any atom ... 1.69 eV/A